[1]
Density functional theory data (wB97M-V/def2-TZVPD) for C22H33N3P2PmS as an isolated structure at a distorted geometry.

Each line ends with the Mulliken spin population.
Cartesian coordinates (Å):
C -1.17 2.11 -3.89  -0.001
C -0.57 2.23 -2.64  0.000
C -1.39 2.47 -1.49  -0.003
C -2.83 2.47 -1.64  0.001
C -3.38 2.33 -2.94  0.001
C -2.56 2.17 -4.04  0.000
C -3.59 2.54 -0.47  0.001
C -3.00 2.64 0.80  -0.003
C -1.56 2.66 0.86  -0.001
C -0.91 2.65 2.13  -0.001
C -1.67 2.68 3.29  0.000
C -3.08 2.70 3.23  0.000
C -3.73 2.68 2.01  0.001
H -0.53 1.95 -4.77  0.000
H -4.46 2.36 -3.04  0.000
H -2.98 2.08 -5.04  0.000
H -4.68 2.54 -0.55  0.000
H -1.17 2.67 4.26  0.000
H -3.64 2.74 4.16  0.000
H -4.82 2.69 1.95  0.000
N -0.82 2.55 -0.27  0.002
Pm 0.14 -1.15 0.14  4.086
C 0.93 2.07 -2.45  0.001
H 1.25 2.70 -1.61  -0.001
H 1.47 2.33 -3.37  0.000
C 0.61 2.58 2.17  0.000
H 1.02 3.14 1.32  -0.001
H 0.99 3.01 3.10  0.000
P 1.40 0.35 -1.94  -0.008
P 1.25 0.85 1.95  -0.002
C 0.94 0.16 3.63  0.002
H 1.36 -0.85 3.68  -0.001
H 1.37 0.78 4.43  0.000
H -0.15 0.08 3.79  0.000
C 3.07 1.13 1.99  0.000
H 3.40 1.67 2.89  0.000
H 3.57 0.15 1.96  0.000
H 3.37 1.70 1.10  0.000
C 0.98 -0.60 -3.46  0.003
H 1.42 -0.15 -4.36  0.001
H 1.35 -1.63 -3.34  -0.001
H -0.11 -0.64 -3.55  -0.002
C 3.23 0.42 -2.02  0.001
H 3.62 -0.59 -1.81  0.000
H 3.58 0.74 -3.01  0.000
H 3.61 1.11 -1.25  0.000
H -1.38 -0.11 -0.20  -0.032
H -0.34 -2.21 -1.35  -0.037
C 1.64 -4.55 -0.75  -0.001
N 1.26 -3.67 0.38  -0.004
C 0.23 -3.92 1.27  0.006
S -0.50 -2.67 2.24  -0.011
N -0.33 -5.14 1.31  0.000
C 0.44 -6.40 1.39  0.000
H 0.91 -5.37 -0.82  0.000
H 2.64 -4.95 -0.59  0.000
H 1.60 -3.97 -1.68  0.002
H 1.98 -3.03 0.72  0.001
H -1.13 -5.16 1.96  0.000
H 0.41 -6.76 2.42  0.000
H -0.04 -7.13 0.74  0.000
H 1.48 -6.26 1.09  0.000

Calculated values
<S²>: 6.0100
Charge: +1
M in g/mol: 578.5
2S+1: 5
Total energy in a.u.: -2711.365897

***

[2]
Density functional theory data (wB97M-V/def2-TZVPD) for one molecule with the formula C22H33N5O2.

Each line ends with the natural charge from an NBO analysis.
Cartesian coordinates (Å):
C -5.31 -1.59 4.00  -0.250
H -5.37 -0.90 4.84  0.179
O -3.97 -1.80 3.61  -0.507
C -3.24 -0.73 3.17  0.302
C -3.73 0.57 3.07  -0.297
C -2.93 1.59 2.58  -0.180
C -1.62 1.35 2.21  -0.057
C -1.13 0.05 2.34  -0.142
C -1.92 -0.98 2.80  -0.090
C -1.35 -2.38 2.84  -0.240
N -0.63 -2.67 1.63  -0.171
C -1.09 -3.08 0.44  0.177
N -0.12 -3.14 -0.44  -0.484
C 0.95 -2.73 0.27  0.125
N 0.68 -2.44 1.52  -0.298
H 1.94 -2.67 -0.14  0.201
H -2.12 -3.33 0.25  0.207
H -2.16 -3.11 2.96  0.236
H -0.65 -2.48 3.67  0.238
H -0.11 -0.15 2.05  0.227
C -0.72 2.41 1.64  -0.232
N 0.14 1.82 0.63  -0.456
C -0.59 1.47 -0.58  -0.220
C 0.31 0.64 -1.48  -0.228
N 1.55 1.34 -1.76  -0.455
C 2.36 0.63 -2.73  -0.251
C 1.71 0.69 -4.08  -0.208
C 1.32 -0.34 -4.82  0.038
C 1.50 -1.78 -4.40  -0.666
H 1.07 -1.95 -3.42  0.231
H 2.55 -2.04 -4.37  0.220
H 1.00 -2.44 -5.11  0.213
C 0.69 -0.14 -6.17  -0.631
H 1.28 -0.64 -6.94  0.211
H 0.61 0.91 -6.41  0.212
H -0.31 -0.58 -6.18  0.211
H 1.55 1.70 -4.44  0.198
H 2.53 -0.42 -2.44  0.169
H 3.33 1.13 -2.78  0.205
C 2.25 1.75 -0.55  -0.025
C 1.29 2.62 0.27  -0.239
H 1.01 3.50 -0.33  0.170
H 1.79 2.95 1.18  0.229
C 2.81 0.58 0.29  -0.461
H 1.98 -0.02 0.67  0.217
H 3.42 -0.05 -0.36  0.208
C 3.68 1.02 1.47  -0.058
O 2.95 1.55 2.55  -0.723
H 2.23 0.94 2.76  0.467
H 4.27 0.16 1.81  0.162
H 4.37 1.81 1.16  0.172
H 3.09 2.38 -0.87  0.195
H 0.49 -0.35 -1.01  0.168
H -0.19 0.46 -2.44  0.215
H -0.91 2.38 -1.13  0.166
H -1.47 0.89 -0.31  0.207
H -0.07 2.79 2.44  0.214
H -1.32 3.25 1.26  0.173
H -3.34 2.58 2.49  0.212
H -4.75 0.80 3.36  0.219
H -5.92 -1.22 3.17  0.177
H -5.68 -2.57 4.31  0.201

Calculated values
SMILES: COc1ccc(CN2CCN(CC=C(C)C)[C@H](CCO)C2)cc1Cn1cncn1
M in g/mol: 399.5
Total energy in a.u.: -1282.331957

***

[3]
Density functional theory data (wB97M-V/def2-TZVPD) for C22H33N9OSScSiTe as an isolated structure at a distorted geometry.

Each line ends with the Mulliken spin population.
Cartesian coordinates (Å):
Sc 0.20 0.02 -0.20  0.009
C 0.24 -0.63 -4.12  -0.002
C -0.33 -1.66 -3.19  -0.001
C -1.07 -2.71 -3.71  0.001
C -1.65 -3.62 -2.83  0.000
C -1.45 -3.50 -1.48  0.001
C -0.67 -2.42 -1.00  0.000
N -0.14 -1.51 -1.87  0.001
N -0.42 -2.15 0.30  0.002
Si -0.44 -3.36 1.52  0.000
C 0.31 -2.57 3.07  0.000
C -2.12 -4.02 2.12  0.000
C 0.62 -4.85 1.04  0.000
H 1.00 -1.08 -4.75  0.000
H 0.68 0.19 -3.57  0.000
H -0.55 -0.24 -4.77  0.000
H -1.21 -2.79 -4.78  0.000
H -2.28 -4.42 -3.22  0.000
H -1.90 -4.19 -0.78  0.000
H -0.44 -2.07 3.69  0.000
H 1.08 -1.84 2.81  0.000
H 0.76 -3.34 3.70  0.000
H -2.77 -3.21 2.46  0.000
H -1.96 -4.69 2.96  0.000
H -2.67 -4.58 1.35  0.000
H 1.53 -4.52 0.55  0.000
H 0.09 -5.50 0.33  0.000
H 0.90 -5.45 1.90  0.000
O 1.96 -0.34 0.79  0.003
N 3.22 -0.35 0.39  -0.004
C 4.14 -0.91 1.20  -0.001
C 5.46 -0.95 0.86  0.000
C 5.86 -0.42 -0.37  0.000
C 4.92 0.14 -1.19  0.001
C 3.56 0.19 -0.82  0.004
S 2.35 0.87 -1.79  0.008
H 3.75 -1.33 2.12  0.000
H 6.18 -1.40 1.54  0.000
H 6.89 -0.46 -0.68  0.000
H 5.17 0.56 -2.15  0.000
N -3.40 1.29 -2.51  0.011
C -2.74 0.27 -1.98  -0.024
N -1.71 0.72 -1.30  0.031
C -1.76 2.10 -1.47  -0.004
N -2.81 2.47 -2.21  0.118
C -0.76 2.94 -0.92  0.232
C -0.70 4.31 -1.20  -0.042
N 0.23 5.11 -0.74  0.202
C 1.20 4.50 0.02  0.144
C 1.19 3.16 0.28  -0.013
N 0.22 2.33 -0.13  0.297
H -4.21 1.29 -3.10  0.001
H -3.01 -0.77 -2.10  0.003
H -1.47 4.75 -1.83  -0.006
H 1.98 5.15 0.40  0.012
H 2.01 2.73 0.85  0.016
N -1.41 0.22 1.65  0.006
H -1.30 0.92 2.38  -0.002
H -1.18 -0.67 2.08  -0.004
H -2.39 0.20 1.39  0.000
C 0.67 3.12 3.99  0.007
Te 1.53 1.27 3.27  0.000
C 1.63 0.44 5.27  0.000
H -0.18 2.92 4.64  0.000
H 0.34 3.68 3.12  -0.004
H 1.41 3.71 4.53  -0.002
H 2.18 1.12 5.92  0.000
H 2.16 -0.51 5.21  0.000
H 0.64 0.26 5.67  0.000

Calculated values
<S²>: 0.7687
M in g/mol: 672.3
2S+1: 2
Total energy in a.u.: -3142.753143

***

What did the third record say?
Density functional theory data (wB97M-V/def2-TZVPD) for C22H33N9OSScSiTe as an isolated structure at a distorted geometry.

Each line ends with the Mulliken spin population.
Cartesian coordinates (Å):
Sc 0.20 0.02 -0.20  0.009
C 0.24 -0.63 -4.12  -0.002
C -0.33 -1.66 -3.19  -0.001
C -1.07 -2.71 -3.71  0.001
C -1.65 -3.62 -2.83  0.000
C -1.45 -3.50 -1.48  0.001
C -0.67 -2.42 -1.00  0.000
N -0.14 -1.51 -1.87  0.001
N -0.42 -2.15 0.30  0.002
Si -0.44 -3.36 1.52  0.000
C 0.31 -2.57 3.07  0.000
C -2.12 -4.02 2.12  0.000
C 0.62 -4.85 1.04  0.000
H 1.00 -1.08 -4.75  0.000
H 0.68 0.19 -3.57  0.000
H -0.55 -0.24 -4.77  0.000
H -1.21 -2.79 -4.78  0.000
H -2.28 -4.42 -3.22  0.000
H -1.90 -4.19 -0.78  0.000
H -0.44 -2.07 3.69  0.000
H 1.08 -1.84 2.81  0.000
H 0.76 -3.34 3.70  0.000
H -2.77 -3.21 2.46  0.000
H -1.96 -4.69 2.96  0.000
H -2.67 -4.58 1.35  0.000
H 1.53 -4.52 0.55  0.000
H 0.09 -5.50 0.33  0.000
H 0.90 -5.45 1.90  0.000
O 1.96 -0.34 0.79  0.003
N 3.22 -0.35 0.39  -0.004
C 4.14 -0.91 1.20  -0.001
C 5.46 -0.95 0.86  0.000
C 5.86 -0.42 -0.37  0.000
C 4.92 0.14 -1.19  0.001
C 3.56 0.19 -0.82  0.004
S 2.35 0.87 -1.79  0.008
H 3.75 -1.33 2.12  0.000
H 6.18 -1.40 1.54  0.000
H 6.89 -0.46 -0.68  0.000
H 5.17 0.56 -2.15  0.000
N -3.40 1.29 -2.51  0.011
C -2.74 0.27 -1.98  -0.024
N -1.71 0.72 -1.30  0.031
C -1.76 2.10 -1.47  -0.004
N -2.81 2.47 -2.21  0.118
C -0.76 2.94 -0.92  0.232
C -0.70 4.31 -1.20  -0.042
N 0.23 5.11 -0.74  0.202
C 1.20 4.50 0.02  0.144
C 1.19 3.16 0.28  -0.013
N 0.22 2.33 -0.13  0.297
H -4.21 1.29 -3.10  0.001
H -3.01 -0.77 -2.10  0.003
H -1.47 4.75 -1.83  -0.006
H 1.98 5.15 0.40  0.012
H 2.01 2.73 0.85  0.016
N -1.41 0.22 1.65  0.006
H -1.30 0.92 2.38  -0.002
H -1.18 -0.67 2.08  -0.004
H -2.39 0.20 1.39  0.000
C 0.67 3.12 3.99  0.007
Te 1.53 1.27 3.27  0.000
C 1.63 0.44 5.27  0.000
H -0.18 2.92 4.64  0.000
H 0.34 3.68 3.12  -0.004
H 1.41 3.71 4.53  -0.002
H 2.18 1.12 5.92  0.000
H 2.16 -0.51 5.21  0.000
H 0.64 0.26 5.67  0.000

Calculated values
<S²>: 0.7687
M in g/mol: 672.3
2S+1: 2
Total energy in a.u.: -3142.753143

***

Look up the total energy of the third one. -3142.753143 a.u.